{
  "formula": "C36H103F2N10O15PbS2",
  "method": "the ωB97M-V functional and the def2-TZVPD basis",
  "elements": ["Pb", "N", "S", "O", "O", "F", "S", "O", "O", "F", "O", "H", "H", "O", "H", "H", "C", "C", "C", "O", "C", "N", "H", "H", "H", "H", "H", "H", "H", "H", "H", "H", "H", "C", "C", "C", "O", "C", "N", "H", "H", "H", "H", "H", "H", "H", "H", "H", "H", "H", "C", "C", "C", "O", "C", "N", "H", "H", "H", "H", "H", "H", "H", "H", "H", "H", "H", "C", "C", "C", "O", "C", "N", "H", "H", "H", "H", "H", "H", "H", "H", "H", "H", "H", "C", "C", "C", "O", "C", "N", "H", "H", "H", "H", "H", "H", "H", "H", "H", "H", "H", "C", "C", "C", "O", "C", "N", "H", "H", "H", "H", "H", "H", "H", "H", "H", "H", "H", "C", "C", "C", "O", "C", "N", "H", "H", "H", "H", "H", "H", "H", "H", "H", "H", "H", "C", "C", "C", "O", "C", "N", "H", "H", "H", "H", "H", "H", "H", "H", "H", "H", "H", "C", "C", "C", "O", "C", "N", "H", "H", "H", "H", "H", "H", "H", "H", "H", "H", "H"],
  "coordinates": [[-3.3740, -12.1159, -7.4096], [-2.2475, -9.9607, -7.4276], [-0.9594, -9.3042, -7.0531], [-0.9319, -8.4466, -5.8498], [0.0366, -9.1186, -8.0895], [-0.2889, -10.5734, -6.3246], [-2.6979, -8.5440, -8.3292], [-2.5604, -8.6023, -9.7976], [-2.6739, -7.2137, -7.6970], [-4.2794, -8.8712, -8.1358], [-5.9856, -10.9800, -7.4405], [-6.6869, -11.6084, -7.2682], [-6.4363, -10.1439, -7.5585], [-1.0049, -12.9307, -7.9650], [-0.4262, -13.6594, -7.7405], [-0.5972, -12.5279, -8.7316], [-3.5199, -10.5324, -2.8415], [-3.1803, -11.2237, -4.1499], [-2.9156, -12.7750, -4.0722], [-2.7068, -13.3701, -5.3111], [-2.1414, -14.6396, -5.2530], [-4.1944, -10.9275, -5.0797], [-3.3082, -9.4685, -2.9480], [-2.8401, -10.8032, -2.0337], [-4.5700, -10.7130, -2.6118], [-2.2927, -10.6691, -4.4543], [-3.7340, -13.3279, -3.6110], [-2.0376, -12.9499, -3.4505], [-1.9957, -15.0894, -6.2351], [-2.6801, -15.3578, -4.6348], [-1.1198, -14.5437, -4.8854], [-5.0500, -11.1351, -4.5848], [-4.2202, -9.9287, -5.2274], [-1.4552, -5.6462, -13.9564], [-2.8868, -5.3405, -13.5014], [-3.5286, -6.4843, -12.7655], [-4.9575, -6.1963, -12.7835], [-5.6549, -7.3467, -12.4534], [-2.8004, -4.1402, -12.7028], [-0.8433, -5.8383, -13.0750], [-0.9635, -4.8142, -14.4604], [-1.3680, -6.4396, -14.6986], [-3.3603, -5.0996, -14.4532], [-3.1928, -6.6335, -11.7393], [-3.3465, -7.3981, -13.3311], [-5.6006, -8.1490, -13.1892], [-6.6918, -7.0364, -12.3237], [-5.4840, -7.7708, -11.4640], [-3.7072, -4.0242, -12.2734], [-2.7467, -3.4305, -13.4195], [-7.4460, -3.8863, -10.6116], [-6.0294, -3.4511, -10.7757], [-5.1046, -4.3263, -9.8731], [-5.4572, -4.0290, -8.5781], [-4.8117, -4.7495, -7.5161], [-5.6308, -3.6425, -12.1577], [-7.5165, -4.9734, -10.6488], [-8.2107, -3.4216, -11.2340], [-7.7731, -3.6346, -9.6027], [-5.9073, -2.3914, -10.5517], [-4.0847, -3.9701, -10.0184], [-5.2191, -5.4048, -9.9822], [-3.7630, -4.4601, -7.4494], [-4.8236, -5.8316, -7.6466], [-5.3328, -4.5102, -6.5891], [-5.5238, -4.6282, -12.3505], [-6.4523, -3.4795, -12.7221], [4.7009, -6.8566, -7.5533], [3.4056, -6.9794, -8.3590], [3.6046, -8.2572, -9.3067], [4.4680, -8.0810, -10.3948], [4.3741, -9.2296, -11.2618], [2.3008, -7.2626, -7.4214], [4.6372, -5.9355, -6.9741], [5.6442, -6.7903, -8.0955], [4.8385, -7.6086, -6.7763], [3.1361, -6.0910, -8.9303], [2.5958, -8.4974, -9.6424], [3.8627, -9.1032, -8.6697], [3.4214, -9.2342, -11.7913], [4.5622, -10.1397, -10.6921], [5.2056, -9.1064, -11.9558], [1.5787, -7.7085, -7.9690], [1.9444, -6.3494, -7.1779], [0.2615, -5.5599, -10.0134], [-0.4883, -4.3506, -9.3636], [0.3452, -3.6654, -8.2621], [0.7558, -4.5136, -7.2078], [-0.2362, -5.2141, -6.5018], [-0.8894, -3.4243, -10.3537], [-0.2592, -5.9287, -10.8972], [0.2734, -6.3737, -9.2884], [1.1686, -5.1952, -10.4954], [-1.3884, -4.7668, -8.9112], [-0.1785, -2.8407, -7.7788], [1.2258, -3.2397, -8.7431], [-0.6330, -5.9611, -7.1894], [-1.0511, -4.6386, -6.0628], [0.1005, -5.7881, -5.6385], [-0.2048, -3.3126, -11.0877], [-1.7092, -3.7837, -10.8217], [-5.1166, -10.9370, -10.5921], [-3.7838, -11.4518, -11.1541], [-3.0144, -10.5684, -12.1710], [-2.0975, -11.2096, -13.1544], [-2.6830, -11.8059, -14.2817], [-2.9310, -11.6349, -9.9929], [-5.0329, -10.1179, -9.8778], [-5.6649, -11.7535, -10.1223], [-5.6801, -10.5241, -11.4289], [-4.0306, -12.4201, -11.5894], [-2.4417, -9.7322, -11.7696], [-3.7773, -10.0798, -12.7770], [-2.9552, -11.2426, -15.1742], [-3.6271, -12.2425, -13.9556], [-2.0276, -12.4921, -14.8180], [-2.5267, -10.7699, -9.6635], [-2.1592, -12.1739, -10.3590], [-3.1211, -7.2544, -0.4158], [-1.8919, -7.1279, -1.3583], [-2.0427, -6.0346, -2.4576], [-3.2100, -6.3999, -3.2351], [-3.1561, -6.0759, -4.6066], [-0.8665, -6.8780, -0.3782], [-3.1104, -8.0158, 0.3641], [-4.0965, -7.3411, -0.8944], [-3.2631, -6.3228, 0.1321], [-1.6327, -8.0533, -1.8726], [-1.1462, -5.8730, -3.0562], [-2.2553, -5.1143, -1.9136], [-3.8574, -6.7337, -5.1200], [-2.2249, -6.2362, -5.1500], [-3.4647, -5.0312, -4.6450], [-0.0002, -6.7215, -0.8733], [-1.1160, -5.9369, -0.1094], [3.3728, -6.5019, -3.7067], [2.0308, -6.9709, -3.2458], [2.1021, -8.3364, -2.4633], [2.6733, -9.4471, -3.1486], [2.0517, -9.6629, -4.3880], [1.6081, -5.8961, -2.3814], [3.8042, -7.0683, -4.5320], [4.0650, -6.6529, -2.8784], [3.3509, -5.4368, -3.9375], [1.3290, -6.9826, -4.0797], [1.1498, -8.6133, -2.0110], [2.7247, -8.1397, -1.5905], [2.3661, -8.9300, -5.1311], [0.9843, -9.5439, -4.2020], [2.1706, -10.6497, -4.8354], [1.5881, -5.0218, -2.8865], [2.3792, -5.7271, -1.7514], [3.3715, -13.9656, -11.3149], [4.4734, -13.4998, -10.3249], [3.9815, -13.3834, -8.8527], [2.9063, -12.4167, -8.8992], [2.7298, -11.5031, -7.8203], [5.4864, -14.4986, -10.2923], [3.6447, -13.8059, -12.3580], [2.4633, -13.4125, -11.0752], [3.1382, -15.0028, -11.0744], [4.9842, -12.5966, -10.6586], [4.8309, -13.0241, -8.2716], [3.6725, -14.2740, -8.3056], [2.2421, -11.9956, -6.9791], [2.1827, -10.6256, -8.1648], [3.6893, -11.2389, -7.3758], [5.9443, -14.5628, -11.1902], [6.2115, -14.1788, -9.6662]],
  "forces_ev_per_angstrom": [[-0.67, -0.02, 0.14], [-5.42, -1.27, -2.51], [7.61, 2.87, 4.47], [-0.67, -0.63, -2.10], [-0.41, 0.09, -0.24], [-0.28, -1.27, -0.05], [-0.02, 3.10, -0.67], [-0.31, -0.72, 2.07], [-0.62, -1.41, -0.81], [-0.16, -0.43, -0.11], [0.02, -0.19, 0.02], [-0.20, -0.29, 0.05], [0.05, 0.45, -0.12], [-0.15, -0.25, -0.07], [0.21, -0.22, 0.21], [0.32, 0.37, -0.22], [0.66, -0.37, 0.53], [1.88, -0.43, 1.02], [-0.06, 1.19, 1.40], [-0.25, 0.39, -1.43], [1.32, -0.73, 0.06], [-1.19, -0.30, -1.32], [-0.49, 0.16, -0.23], [-0.27, -0.41, 0.26], [0.04, 0.09, 0.49], [0.52, -0.69, -0.49], [-0.42, 0.27, 0.38], [0.17, 0.16, 0.18], [-0.59, 0.33, -0.28], [-0.27, 0.17, 0.13], [0.13, -0.09, 0.46], [-0.69, -0.13, -0.42], [0.04, 0.29, -0.31], [0.50, -0.37, 0.20], [2.04, 0.01, -0.84], [-0.82, 0.61, -1.04], [1.61, -1.32, 0.10], [-1.94, -0.12, 0.73], [-0.11, -0.14, 0.11], [0.14, -0.33, -0.07], [-0.38, 0.47, 0.15], [-0.20, -0.44, 0.27], [-1.04, -0.55, 0.03], [0.17, 0.21, 0.12], [-0.08, -0.25, -0.01], [0.18, 0.04, -0.26], [-0.32, -0.06, -0.53], [0.98, 0.00, 0.23], [-0.14, 0.68, -0.03], [0.08, 0.76, 0.45], [-1.15, -0.03, 1.76], [0.40, -1.06, -0.40], [-0.08, 1.39, -0.13], [-0.74, 0.14, 2.44], [-0.10, 0.41, -0.75], [-0.22, 0.22, -0.71], [-0.08, -0.12, -0.38], [0.38, 0.03, -0.52], [-0.05, -0.04, 0.26], [0.12, -0.07, 0.43], [0.47, -0.46, -0.43], [0.10, -0.23, -0.86], [0.16, 0.09, 0.10], [-0.18, -0.14, -0.29], [0.04, 0.15, -0.13], [0.27, -0.28, 0.30], [-0.09, 0.73, -0.32], [0.11, 1.37, 0.60], [1.32, -2.33, -0.32], [-1.68, 1.45, 1.11], [-0.13, -0.57, -0.09], [0.96, 1.19, 0.43], [0.74, -0.13, -0.51], [0.10, 0.30, 0.11], [-0.23, -0.06, -0.50], [-0.43, -0.48, -0.31], [0.57, 0.04, -0.36], [-0.35, -0.11, -0.51], [0.56, -0.07, 0.13], [-0.09, -0.21, 0.07], [-0.34, -0.21, 0.03], [-0.18, -0.09, -0.23], [-0.43, -0.13, 0.22], [-0.30, 0.12, 0.27], [-0.88, 0.70, 0.24], [0.73, -1.56, 0.26], [-0.65, -0.22, 0.00], [1.34, -0.09, 0.70], [-0.78, -0.75, -0.67], [-0.73, 1.31, -0.40], [-0.71, 0.01, 0.20], [0.93, -0.13, -0.20], [0.73, -0.30, 0.77], [-0.17, 0.07, 0.14], [-0.50, 0.24, -0.43], [0.32, -0.15, 0.22], [-0.55, -0.12, 0.27], [-0.13, 0.73, -0.49], [1.02, 0.14, -0.18], [0.24, 0.02, 0.00], [-0.06, 0.15, -0.33], [-0.04, 0.79, -1.17], [0.31, 0.89, 0.59], [-0.77, 0.22, -2.51], [-0.03, 0.48, 1.22], [-1.08, -0.49, -0.19], [0.81, -1.59, 0.41], [0.37, -0.15, -0.03], [0.05, 0.04, -0.10], [-0.46, -0.17, -0.01], [0.43, -0.12, -0.14], [0.05, -0.54, 0.54], [-0.26, 0.16, -0.24], [-0.10, 1.60, 0.42], [0.01, -0.74, -0.30], [0.33, -0.65, 1.07], [0.01, 0.60, -0.58], [0.54, -0.25, 0.36], [-1.35, 0.39, -0.88], [-0.82, -0.68, 0.34], [-1.49, -0.80, 0.83], [1.45, -0.59, 0.46], [-0.54, 0.31, 0.07], [0.92, 0.84, -0.40], [0.71, -0.24, -0.33], [0.07, -0.27, -0.54], [0.43, 0.34, 0.07], [-0.33, -0.28, -0.01], [0.03, -0.38, -0.10], [-0.05, 0.48, -0.08], [-0.30, 0.24, 0.01], [0.35, -0.07, 0.55], [-0.04, 0.18, -0.78], [0.59, -0.05, -0.16], [0.30, 0.40, 0.91], [1.45, -1.02, -0.71], [0.09, -0.28, -0.45], [0.23, 0.73, -0.14], [0.67, 0.36, 0.51], [-1.14, 0.54, -0.29], [-1.14, 0.15, 1.73], [-0.09, 0.09, -0.23], [0.22, 0.18, 0.18], [0.04, -0.13, -0.29], [-0.08, -0.46, -0.06], [-0.55, 0.02, -0.43], [0.40, -0.09, -0.02], [-0.05, 0.12, -0.16], [-0.35, 0.02, -0.51], [0.55, -0.20, 0.60], [-0.36, -0.02, -0.42], [0.10, -0.05, 0.59], [-0.04, 0.75, 1.34], [-1.01, -0.87, 0.13], [-0.63, 1.96, -0.75], [0.24, -0.11, -0.02], [0.69, -0.94, 0.39], [1.34, -1.37, 0.12], [0.02, -0.20, 0.08], [-0.01, 0.23, -0.35], [0.24, -0.17, -0.34], [-0.88, 0.80, 0.23], [0.12, 0.50, 0.17], [-0.20, -0.52, -0.69], [-0.65, 0.00, 0.01], [-0.01, -0.21, 0.08], [0.31, 0.47, -0.32], [0.00, -0.18, -0.24], [0.31, -0.16, 0.22]],
  "charge": 0,
  "de_lowest_kcal_mol": 18.1,
  "homo_ev": [-5.53, -8.04],
  "spin_multiplicity": 2
}